8 unconnected molecules or ions with the total composition C41H87ClNO33P7S at a distorted geometry. Source: the Open Molecules 2025 dataset; level of theory: wB97M-V/def2-TZVPD.

```
171
Properties=species:S:1:pos:R:3:forces:R:3:mulliken_charge:R:1
C 3.938090 4.242996 3.462925 0.50 -0.31 0.62 -0.77
C 3.756348 3.422965 4.869509 0.01 0.46 -0.91 -0.40
C 3.655289 1.839135 4.633073 0.73 0.28 0.51 -0.50
O 2.311546 1.296235 4.743450 0.49 0.19 -1.94 -0.44
C 1.762717 1.091834 3.400332 -1.14 -0.18 0.22 0.06
C 2.012222 -0.381701 2.843924 0.64 -3.63 -0.20 0.66
C 1.893060 -1.544407 3.897981 0.61 -0.60 -3.86 -0.67
C 2.072233 -3.017487 3.439504 0.15 3.14 -2.10 -0.89
C 2.370463 -3.306411 1.949458 -0.08 1.85 0.14 0.02
C 2.529335 -2.177563 0.856596 -0.83 -0.11 3.64 0.34
C 2.343051 -0.720901 1.342419 0.25 -1.06 1.25 -0.10
C 2.441514 0.504274 0.318743 -0.39 -0.39 0.35 -0.55
C 0.917290 0.751164 -0.224462 0.50 0.39 1.02 -0.62
C 0.591781 2.322257 -0.199243 -0.82 -1.58 -1.29 -0.14
S 1.848305 3.197171 -1.286620 0.06 -0.07 0.08 -0.29
C 2.823440 -2.633159 -0.625781 0.08 1.03 -2.24 0.67
O 2.806772 -1.862993 -1.638407 0.08 -2.43 3.90 -0.67
C 3.128596 -4.180201 -0.973322 -0.04 -2.33 1.52 0.70
C 3.619800 -4.636906 -2.429723 -0.11 0.43 0.12 -0.88
C 5.159205 -4.306720 -2.733734 -0.38 0.06 -1.69 0.28
C 5.335144 -4.409332 -4.348464 -0.46 -0.11 0.74 -0.78
Cl 6.299250 -5.611059 -2.040738 -0.98 1.01 -0.13 -0.22
C 2.958819 -5.188636 0.005642 0.24 2.49 -0.76 -0.33
O 3.177383 -6.604422 -0.257055 0.68 3.36 1.29 -0.20
N 1.962753 -7.236225 -0.352835 -2.09 -0.85 -1.97 0.16
O 1.278796 -6.776795 -1.212540 0.65 -0.46 1.53 -0.24
C 2.505971 -4.827418 1.494950 -0.53 -1.54 2.25 0.56
O 2.257635 -5.730852 2.346242 0.95 3.00 -3.41 -0.61
H 5.021477 4.643778 3.457574 -1.89 -0.37 -0.27 0.27
H 3.169757 5.087774 3.393499 1.29 -1.12 -0.01 0.21
H 3.825462 3.553404 2.553957 0.09 1.01 1.28 0.19
H 2.847260 3.885966 5.388106 1.19 -1.15 -0.51 0.24
H 4.672777 3.630926 5.521506 -1.33 -0.32 -0.86 0.34
H 4.053338 1.585122 3.592807 -0.25 0.32 1.42 0.30
H 4.310410 1.317964 5.414551 -1.03 0.58 -1.09 0.34
H 0.620521 1.212327 3.527806 1.66 -0.25 -0.23 0.00
H 2.095828 1.933964 2.707716 -0.31 -1.33 0.77 0.07
H 1.647773 -1.308214 4.997909 0.53 -0.35 -2.05 0.35
H 1.961379 -3.821252 4.246318 0.26 1.09 -1.74 0.36
H 2.839839 1.458208 0.838538 -0.79 -1.64 -0.66 0.08
H 3.170217 0.316708 -0.551535 -1.27 -0.04 1.46 0.47
H 0.827815 0.290851 -1.266667 -0.07 0.74 1.46 0.31
H 0.191282 0.222954 0.506076 1.06 0.74 -1.37 0.31
H 0.545736 2.747421 0.862600 0.42 -0.41 -1.71 0.06
H -0.432264 2.476982 -0.703215 1.50 -0.13 1.01 0.30
H 2.303914 2.244755 -2.203049 -0.86 0.42 1.14 0.13
H 3.488006 -5.767305 -2.613655 0.11 1.80 0.75 0.53
H 2.966877 -4.127878 -3.234917 1.14 -0.48 1.37 0.03
H 5.507869 -3.286423 -2.342127 -0.55 -1.67 -0.49 0.31
H 4.834204 -5.386751 -4.708131 0.95 1.44 0.62 0.21
H 4.727675 -3.551676 -4.813337 1.14 -1.09 0.58 0.29
H 6.441928 -4.399303 -4.645889 -1.86 0.15 0.37 0.17
C -2.928810 4.840689 5.748501 0.17 0.81 0.22 -0.20
O -2.200099 3.853617 5.033469 1.78 -3.44 -0.85 -0.44
P -1.784499 4.152794 3.390050 -5.12 8.34 -0.38 1.18
O -1.640995 5.657750 3.611690 0.91 -1.22 0.19 -0.66
O -3.318249 3.755356 2.942914 0.79 -0.77 -0.15 -0.27
C -3.691398 2.388526 3.084426 -0.38 -0.25 0.19 -0.69
O -1.310310 4.301426 1.743424 2.09 -3.29 1.13 -0.20
C -1.977494 5.255289 0.929456 -0.64 0.48 -0.19 -0.72
H -3.338915 4.371847 6.646775 0.20 -0.32 -0.17 -0.06
H -2.256684 5.641964 6.063662 -0.20 0.05 -0.17 0.23
H -3.749091 5.239521 5.149820 0.13 0.05 -0.11 0.27
H -4.317660 2.278775 3.973391 0.13 -0.09 -0.02 0.22
H -2.817266 1.738317 3.180221 -0.16 -0.13 -0.03 0.27
H -4.265793 2.085267 2.208140 0.11 0.07 0.00 0.23
H -1.537111 6.242401 1.076978 -0.07 -0.08 0.21 0.25
H -3.049129 5.292119 1.131211 0.12 0.06 0.06 0.32
H -1.835145 4.967452 -0.114913 0.14 -0.25 0.14 0.32
C 9.403772 0.651881 -7.504444 0.42 0.27 0.70 -0.57
O 8.194621 -0.089831 -7.545523 -3.67 -1.01 -0.96 -0.48
P 8.139199 -1.634114 -6.787349 9.50 -0.03 2.25 1.03
O 9.125581 -1.226897 -5.694485 -1.51 0.16 -0.27 -0.61
O 8.919750 -2.284305 -8.083860 -1.07 -0.16 -0.01 -0.29
C 8.191040 -2.341942 -9.305381 0.08 0.14 -0.44 -0.72
O 7.933873 -3.192081 -6.089345 -3.72 0.98 -1.02 -0.20
C 9.090450 -3.959610 -5.786175 0.75 -0.24 -0.07 -0.55
H 9.340462 1.441101 -8.258008 -0.36 -0.20 -0.07 0.25
H 9.515447 1.127165 -6.527636 0.17 -0.18 -0.09 0.24
H 10.264592 0.019200 -7.724784 -0.05 -0.06 0.13 0.29
H 8.536451 -1.543074 -9.966228 -0.16 -0.04 0.03 0.24
H 7.115845 -2.229953 -9.140580 0.02 -0.05 -0.19 0.36
H 8.379157 -3.303290 -9.785433 -0.01 0.02 0.11 0.23
H 9.497191 -3.654974 -4.820717 -0.03 0.20 -0.13 0.20
H 9.857584 -3.871684 -6.557288 -0.07 0.07 0.08 0.36
H 8.792210 -5.008740 -5.718169 -0.25 0.11 -0.09 0.18
C -3.512907 9.570877 3.180619 0.50 -0.82 -0.04 -0.40
O -4.926762 9.705223 3.164434 -3.65 1.08 1.10 -0.46
P -5.798953 9.154729 1.786802 8.09 -2.05 -5.00 1.11
O -4.814034 8.019999 1.514154 -1.20 0.17 0.87 -0.45
O -5.370897 10.531111 0.990286 -1.00 0.01 0.38 -0.30
C -5.954578 11.744773 1.452399 0.17 0.46 0.13 -0.70
O -6.792930 8.673942 0.468637 -2.71 0.75 2.70 -0.50
C -6.186669 8.487253 -0.800749 0.50 0.11 -0.42 -0.50
H -3.122685 10.215041 3.972803 -0.41 0.09 0.02 0.25
H -3.239396 8.540617 3.419018 0.09 0.11 -0.23 0.12
H -3.075119 9.874332 2.228650 -0.09 -0.11 -0.05 0.27
H -5.216146 12.295992 2.039888 -0.15 -0.04 0.05 0.22
H -6.837212 11.559330 2.070562 0.01 0.19 -0.04 0.35
H -6.243724 12.349285 0.591786 -0.01 -0.13 0.01 0.25
H -5.742114 7.492379 -0.857089 0.08 0.09 0.18 0.20
H -5.430775 9.245302 -1.012515 -0.03 -0.09 0.07 0.28
H -6.967471 8.559806 -1.561126 -0.14 0.08 0.24 0.25
C -0.190039 -3.025564 -2.804031 0.40 -0.10 0.81 -0.43
O -1.053117 -1.977659 -3.218977 -1.56 2.84 -2.24 -0.51
P -2.425494 -1.597838 -2.252382 1.36 -7.47 6.14 1.23
O -1.714896 -1.964198 -0.950117 -0.02 1.23 -0.90 -0.60
O -3.219215 -2.890527 -2.892883 -0.22 0.99 -0.40 -0.30
C -3.582008 -2.801359 -4.266660 0.04 -0.29 -0.42 -0.72
O -3.837952 -1.111132 -1.401645 0.37 2.94 -2.72 -0.46
C -4.402725 -2.011002 -0.458962 -0.16 -0.66 0.31 -0.34
H 0.435090 -3.306373 -3.655860 -0.23 0.30 -0.18 0.28
H 0.466604 -2.670707 -2.008296 -0.19 -0.19 -0.02 0.05
H -0.755167 -3.899391 -2.476152 -0.06 0.09 0.08 0.37
H -2.888496 -3.402794 -4.859686 -0.03 0.15 -0.03 0.23
H -3.556840 -1.768710 -4.625389 -0.09 -0.11 -0.14 0.35
H -4.590332 -3.197428 -4.393383 0.04 0.07 0.10 0.25
H -3.878615 -1.927811 0.494537 0.18 -0.04 -0.16 0.21
H -4.377381 -3.044274 -0.808454 0.06 0.11 0.04 0.28
H -5.446255 -1.727561 -0.303831 0.07 0.15 -0.25 0.11
C -8.547054 0.388156 0.574221 0.78 -0.30 -0.10 -0.49
O -9.609352 -0.264653 1.251825 -2.90 -0.58 2.53 -0.46
P -10.137276 -1.802430 0.686563 5.75 0.16 -7.87 1.14
O -8.739171 -2.205300 0.221463 -0.72 0.00 1.32 -0.52
O -10.979663 -1.049815 -0.511583 -0.57 -0.31 0.84 -0.29
C -12.114790 -0.287661 -0.113444 -0.19 0.48 -0.08 -0.69
O -10.784648 -3.324339 0.217337 -1.75 0.52 3.49 -0.49
C -10.530031 -3.789111 -1.099280 0.18 0.11 -0.66 -0.51
H -8.546999 1.437530 0.880056 -0.33 -0.14 0.20 0.26
H -7.591562 -0.049345 0.871747 -0.08 0.00 -0.25 0.18
H -8.674337 0.333999 -0.507768 0.01 -0.15 0.03 0.29
H -11.857753 0.774302 -0.133561 -0.07 -0.08 0.13 0.23
H -12.449236 -0.555672 0.892456 -0.14 0.11 -0.09 0.35
H -12.927513 -0.467654 -0.818197 0.08 -0.09 0.05 0.25
H -9.549540 -4.265895 -1.141424 0.03 0.20 0.09 0.22
H -10.586453 -2.987802 -1.837904 0.05 -0.04 0.10 0.29
H -11.287856 -4.536199 -1.345286 -0.09 0.11 0.26 0.25
C 10.272981 -9.122058 -8.429337 0.47 -0.02 0.69 -0.58
O 9.397362 -8.083389 -8.839783 -1.49 2.69 -2.45 -0.52
P 8.015890 -7.729621 -7.875783 1.67 -7.46 6.09 1.39
O 8.759114 -8.108720 -6.596105 0.14 1.22 -0.59 -0.63
O 7.241889 -9.029366 -8.526624 -0.32 1.01 -0.45 -0.32
C 6.848689 -8.921923 -9.890744 0.05 -0.29 -0.44 -0.72
O 6.627620 -7.324535 -6.945679 -0.10 3.04 -2.56 -0.43
C 6.137175 -8.276730 -6.013476 -0.13 -0.66 0.21 -0.62
H 10.903363 -9.387650 -9.281870 -0.24 0.28 -0.18 0.25
H 10.923311 -8.765215 -7.627919 -0.17 -0.21 0.02 0.24
H 9.718077 -10.005080 -8.109696 -0.05 0.10 0.10 0.28
H 7.544733 -9.493287 -10.509897 -0.04 0.16 -0.03 0.24
H 6.840418 -7.881921 -10.228494 -0.09 -0.11 -0.14 0.35
H 5.848280 -9.341068 -10.005368 0.04 0.07 0.10 0.25
H 6.701084 -8.208525 -5.081875 0.15 0.00 -0.17 0.25
H 6.181666 -9.295472 -6.402024 0.05 0.10 0.04 0.34
H 5.092789 -8.035366 -5.803019 0.06 0.17 -0.21 0.24
C -5.564423 4.855751 12.632486 -0.73 0.37 -0.28 -0.56
O -4.320076 4.814918 11.951684 3.84 0.38 -0.67 -0.47
P -4.243540 4.071737 10.401084 -9.23 -3.11 0.32 1.15
O -5.665992 4.492167 10.035908 1.39 0.63 -0.03 -0.61
O -4.222054 2.592925 11.124643 0.95 0.41 -0.37 -0.31
C -3.048088 2.256581 11.857449 0.14 -0.19 0.47 -0.70
O -4.007330 3.354193 8.856354 3.44 1.83 0.51 -0.36
C -4.973131 2.427741 8.383163 -0.52 -0.45 0.09 -0.63
H -5.366813 5.091688 13.681284 0.39 -0.03 -0.15 0.25
H -6.188065 5.651676 12.220013 -0.07 -0.25 0.00 0.24
H -6.079013 3.895631 12.575682 0.01 0.04 -0.14 0.29
H -3.249574 2.366145 12.925920 0.12 0.07 -0.08 0.24
H -2.204266 2.896334 11.585185 0.07 -0.15 0.11 0.35
H -2.787493 1.217635 11.651981 -0.04 0.09 -0.09 0.26
H -5.810979 2.962376 7.932733 0.02 0.09 0.21 0.23
H -5.334137 1.768034 9.173781 0.01 0.12 -0.04 0.38
H -4.501492 1.813512 7.612659 0.24 0.15 0.11 0.26
```
Positions in Å, forces in eV/Å.

Values from the calculation:
- HOMO energy (eV) = -8.8
- 2S+1 = 1
- SMILES string = CCCOCc1ccc2c(c1CCCS)C(=O)C(C[C@H](C)Cl)=C(ON=O)C2=O.COP(=O)(OC)OC.COP(=O)(OC)OC.COP(=O)(OC)OC.COP(=O)(OC)OC.COP(=O)(OC)OC.COP(=O)(OC)OC.COP(=O)(OC)OC
- Kohn-Sham gap (eV) = 5.510
- M (g/mol) = 1406.46
- LUMO (eV) = -3.2535
- max |F| (eV/Å) = 9.79
- electronic energy (Eh) = -7398.805292